No. 1
This record from the Open Molecules 2025 dataset describes 4 unconnected molecules or ions with the total composition C29H60Cl2F6IN7O7P at a distorted geometry. The level of theory is ωB97M-V with the def2-TZVPD basis set.

Geometry as XYZ:
```
113
Properties=species:S:1:pos:R:3
C 3.418 -3.089 1.274
C 3.114 -1.772 0.534
C 1.896 -1.939 -0.398
C 1.221 -0.652 -0.943
C 2.345 0.378 -1.029
P -0.436 0.026 -0.172
C -2.068 0.799 0.524
C -3.085 0.009 1.347
C -4.447 0.729 1.346
C -5.469 0.024 2.250
C -6.740 -0.315 1.505
O -7.489 0.877 1.347
C -8.529 0.737 0.406
C -0.133 -0.930 1.492
I 0.028 0.440 3.265
C -1.017 -2.104 1.949
C -0.250 -3.417 2.216
C -1.381 -1.343 -1.292
Cl -0.915 -3.081 -1.124
C -2.911 -1.225 -1.559
C -3.153 -1.275 -3.065
Cl -3.931 -2.594 -0.898
O -0.657 0.965 -1.697
C -0.581 2.332 -1.581
C -0.389 2.957 -2.966
C 0.773 2.543 -3.851
C 0.619 1.249 -4.633
F 0.603 1.495 -5.978
F -0.482 0.544 -4.395
F 1.679 0.432 -4.450
C 0.239 2.691 -0.268
C 1.604 3.470 -0.310
N 2.009 4.143 -1.555
C 1.522 5.510 -1.631
C -0.669 3.691 0.504
O -0.329 3.613 1.910
C -0.497 4.737 2.585
F -1.709 5.299 2.398
F 0.402 5.692 2.270
F -0.366 4.491 3.889
O 0.375 1.510 0.435
H 3.055 -3.088 2.294
H 2.975 -3.911 0.716
H 4.494 -3.250 1.293
H 2.941 -0.980 1.258
H 4.007 -1.491 -0.018
H 2.257 -2.538 -1.234
H 1.252 -2.605 0.151
H 1.065 -0.825 -2.003
H 2.679 0.749 -0.075
H 3.154 -0.115 -1.563
H 2.037 1.191 -1.681
H -2.639 1.214 -0.304
H -1.847 1.641 1.168
H -3.307 -0.995 1.019
H -2.823 -0.053 2.399
H -4.805 0.811 0.320
H -4.260 1.747 1.686
H -5.020 -0.886 2.640
H -5.709 0.684 3.076
H -6.460 -0.701 0.524
H -7.321 -1.048 2.068
H -8.195 1.066 -0.576
H -8.880 -0.291 0.357
H -9.351 1.371 0.718
H 0.885 -1.241 1.616
H -1.852 -2.330 1.304
H -1.463 -1.854 2.902
H -0.504 -4.167 1.480
H 0.822 -3.273 2.220
H -0.491 -3.801 3.201
H -0.985 -1.140 -2.270
H -3.370 -0.322 -1.203
H -4.223 -1.252 -3.243
H -2.678 -2.138 -3.511
H -2.751 -0.352 -3.475
H -1.586 2.719 -1.339
H -1.299 2.711 -3.511
H -0.428 4.034 -2.863
H 1.731 2.527 -3.363
H 0.872 3.296 -4.628
H 2.412 2.825 -0.006
H 1.589 4.237 0.468
H 3.023 4.228 -1.552
H 0.446 5.565 -1.516
H 1.984 6.189 -0.909
H 1.723 5.899 -2.627
H -1.717 3.426 0.439
H -0.535 4.704 0.139
C 2.923 -6.459 -1.166
O 2.339 -5.619 -0.515
N 2.264 -7.424 -1.886
N 4.294 -6.508 -1.235
H 2.730 -8.123 -2.430
H 1.262 -7.407 -1.858
H 4.800 -5.814 -0.718
H 4.796 -7.192 -1.767
C 1.601 -3.399 6.019
O 1.985 -4.107 5.106
N 1.244 -2.094 5.862
N 1.499 -3.878 7.309
H 0.939 -1.520 6.624
H 1.285 -1.678 4.946
H 1.752 -4.834 7.463
H 1.185 -3.320 8.079
C 5.720 3.162 -2.307
O 5.090 3.692 -1.404
N 5.163 2.289 -3.184
N 7.054 3.425 -2.501
H 5.674 1.850 -3.926
H 4.194 2.057 -3.056
H 7.493 4.064 -1.868
H 7.595 3.004 -3.231
```

The spin multiplicity is 1. The calculation puts the energy above the lowest of the compared OMol25 structures with the same formula, charge and spin at 0.0 kJ/mol. As for the total charge: -1.


No. 2
This record from the Open Molecules 2025 dataset describes a molecular structure, C29H60CrF6N3O15S5 at a distorted geometry. The level of theory is ωB97M-V with the def2-TZVPD basis set.

Geometry as XYZ:
```
119
Properties=species:S:1:pos:R:3
Cr -5.777 -5.067 -24.703
C -3.406 -3.489 -27.850
F -2.593 -3.522 -28.914
F -2.827 -2.761 -26.912
F -4.563 -2.913 -28.187
S -3.658 -5.315 -27.280
O -4.910 -5.629 -27.915
O -2.516 -6.081 -27.685
N -3.923 -5.164 -25.598
S -2.434 -5.181 -24.906
O -1.370 -4.540 -25.627
O -2.604 -4.698 -23.565
C -1.938 -7.017 -24.791
F -2.943 -7.866 -25.010
F -0.895 -7.249 -25.569
F -1.521 -7.253 -23.529
C -10.348 -5.695 -22.571
C -10.028 -5.206 -23.996
C -11.329 -4.689 -24.675
C -11.790 -3.380 -24.065
C -10.656 -2.365 -24.148
C -9.317 -2.799 -23.533
N -9.004 -4.144 -24.058
O -7.829 -4.573 -23.777
C -9.440 -2.700 -22.014
C -8.296 -1.764 -23.953
C -9.593 -6.441 -24.799
H -9.406 -5.930 -22.070
H -10.857 -6.663 -22.580
H -11.008 -5.077 -21.969
H -12.087 -5.471 -24.617
H -11.098 -4.518 -25.730
H -12.028 -3.477 -22.997
H -12.734 -2.960 -24.415
H -10.975 -1.403 -23.748
H -10.477 -2.255 -25.226
H -8.489 -3.005 -21.573
H -10.252 -3.269 -21.570
H -9.601 -1.669 -21.696
H -8.574 -0.772 -23.596
H -7.943 -1.718 -24.985
H -7.348 -1.973 -23.448
H -8.817 -6.976 -24.249
H -9.179 -6.135 -25.759
H -10.411 -7.143 -24.954
C -4.824 -8.952 -22.790
C -5.604 -8.140 -21.765
C -5.256 -8.712 -20.401
C -5.755 -7.900 -19.225
C -5.171 -6.501 -19.291
C -5.451 -5.781 -20.657
N -5.195 -6.722 -21.765
O -5.139 -6.138 -22.895
C -4.450 -4.632 -20.557
C -6.872 -5.237 -20.624
C -7.116 -8.324 -22.040
H -5.003 -8.649 -23.821
H -5.033 -10.015 -22.657
H -3.741 -8.897 -22.660
H -4.179 -8.841 -20.233
H -5.545 -9.759 -20.262
H -5.463 -8.377 -18.286
H -6.850 -7.891 -19.202
H -4.090 -6.573 -19.148
H -5.553 -5.945 -18.433
H -4.599 -3.846 -21.303
H -3.419 -4.973 -20.646
H -4.529 -4.065 -19.628
H -6.995 -4.598 -19.750
H -7.642 -6.003 -20.518
H -7.035 -4.719 -21.570
H -7.320 -7.802 -22.978
H -7.770 -7.963 -21.249
H -7.402 -9.364 -22.202
O -6.813 -4.325 -26.544
S -7.767 -3.762 -27.446
O -9.151 -4.129 -27.336
O -7.494 -2.169 -27.551
C -8.658 -1.364 -27.907
C -8.358 0.060 -27.573
C -7.320 -4.130 -29.157
H -9.594 -1.798 -27.552
H -8.779 -1.575 -28.977
H -7.424 0.433 -27.995
H -8.402 0.303 -26.513
H -9.083 0.698 -28.090
H -6.525 -3.486 -29.519
H -8.177 -4.036 -29.825
H -7.021 -5.173 -29.249
O -6.216 -6.979 -25.545
S -6.712 -7.887 -26.540
O -7.634 -7.464 -27.547
O -5.375 -8.496 -27.184
C -5.476 -9.156 -28.459
C -4.256 -8.773 -29.266
C -7.396 -9.369 -25.755
H -6.428 -8.952 -28.954
H -5.532 -10.241 -28.315
H -4.291 -9.304 -30.217
H -3.374 -9.101 -28.714
H -4.206 -7.692 -29.376
H -7.565 -9.998 -26.630
H -8.345 -9.190 -25.258
H -6.649 -9.819 -25.107
O -5.266 -3.014 -24.171
S -4.665 -1.761 -23.821
O -4.675 -1.267 -22.479
O -3.160 -1.843 -24.334
C -2.265 -0.769 -24.036
C -1.471 -0.399 -25.287
C -5.264 -0.471 -24.985
H -1.586 -1.063 -23.240
H -2.807 0.150 -23.799
H -2.108 -0.211 -26.150
H -0.752 -1.204 -25.432
H -0.942 0.542 -25.125
H -4.427 0.111 -25.349
H -6.086 0.028 -24.475
H -5.775 -1.012 -25.783
```

The spin multiplicity is 8. The calculation puts the energy above the lowest of the compared OMol25 structures with the same formula, charge and spin at 0.0 kJ/mol. As for the total charge: 0. As for the expectation value of S²: 15.761.


No. 3
This record from the Open Molecules 2025 dataset describes 3 unconnected molecules or ions with the total composition C29H60N8O5P3 at a distorted geometry. The level of theory is ωB97M-V with the def2-TZVPD basis set.

Geometry as XYZ:
```
105
Properties=species:S:1:pos:R:3
C 6.303 0.227 3.625
C 5.711 -0.125 2.185
O 6.163 0.943 1.298
P 5.234 1.051 -0.071
O 4.186 -0.012 -0.195
C 4.354 2.693 0.010
C 2.799 2.504 0.113
C 2.076 2.159 -1.212
C 2.735 2.172 -2.516
N 2.261 1.895 -3.741
N 0.977 1.617 -3.652
C 0.172 1.584 -2.582
C 0.639 1.829 -1.222
C -0.298 1.782 0.006
C -0.983 0.407 0.274
C -1.802 -0.349 -0.663
C -2.435 -1.621 -0.286
C -2.296 -2.186 1.053
C -1.454 -1.443 1.994
C -0.822 -0.179 1.619
O 6.231 1.053 -1.394
C 6.308 -0.256 -2.011
C 6.989 -1.354 -1.080
H 6.291 1.349 3.691
H 5.579 -0.158 4.386
H 7.318 -0.213 3.754
H 4.602 -0.184 2.303
H 6.158 -1.077 1.788
H 4.647 3.340 -0.860
H 4.714 3.232 0.931
H 2.619 1.686 0.869
H 2.330 3.443 0.530
H 3.820 2.458 -2.507
H 0.544 1.395 -4.558
H -0.911 1.357 -2.725
H -1.071 2.606 -0.015
H 0.332 2.008 0.913
H -1.977 0.022 -1.696
H -3.064 -2.125 -1.063
H -2.819 -3.135 1.300
H -1.336 -1.856 3.027
H -0.208 0.332 2.402
H 6.996 -0.139 -2.895
H 5.321 -0.639 -2.384
H 7.626 -2.019 -1.727
H 6.182 -1.989 -0.640
H 7.676 -0.901 -0.323
O -1.267 -5.217 0.686
P -0.137 -6.241 0.732
N -1.060 -7.488 0.001
C -1.397 -8.791 0.536
C -1.455 -7.302 -1.389
N -0.158 -6.401 2.451
C -0.279 -7.648 3.187
C -0.829 -5.348 3.209
N 1.290 -7.286 0.739
C 2.476 -6.500 1.179
C 1.699 -7.929 -0.521
H -0.541 -9.298 0.991
H -1.747 -9.477 -0.240
H -2.201 -8.716 1.274
H -0.617 -7.488 -2.073
H -1.800 -6.279 -1.567
H -2.275 -7.959 -1.683
H -1.313 -8.008 3.215
H 0.046 -7.513 4.224
H 0.366 -8.434 2.796
H -1.921 -5.454 3.174
H -0.557 -4.361 2.836
H -0.523 -5.366 4.260
H 2.705 -5.702 0.464
H 3.355 -7.140 1.281
H 2.313 -6.036 2.151
H 1.820 -7.203 -1.330
H 0.995 -8.696 -0.841
H 2.646 -8.457 -0.386
O -2.064 5.921 -0.272
P -3.325 6.537 -0.873
N -4.192 6.536 0.605
C -5.441 5.873 0.915
C -3.712 7.417 1.663
N -3.723 5.145 -1.818
C -4.998 4.446 -1.811
C -2.662 4.174 -2.037
N -4.667 7.359 -1.676
C -4.259 7.740 -3.058
C -5.198 8.594 -1.076
H -6.199 6.009 0.138
H -5.900 6.265 1.825
H -5.286 4.802 1.079
H -3.990 8.461 1.472
H -2.622 7.379 1.744
H -4.104 7.143 2.643
H -5.102 3.793 -0.939
H -5.094 3.816 -2.702
H -5.850 5.123 -1.858
H -2.500 3.547 -1.149
H -1.726 4.667 -2.298
H -2.896 3.511 -2.878
H -3.444 8.470 -3.039
H -5.099 8.168 -3.610
H -3.918 6.877 -3.629
H -4.411 9.333 -0.899
H -5.719 8.407 -0.138
H -5.950 9.040 -1.731
```

The spin multiplicity is 1. The calculation puts the energy above the lowest of the compared OMol25 structures with the same formula, charge and spin at 649.5 kJ/mol. As for the total charge: +1.


Question: Among the records above, which one has the highest energy above the lowest of the compared OMol25 structures with the same formula, charge and spin?
Answer: C29H60N8O5P3


Question: Which formula does entry 2 have?
Answer: C29H60CrF6N3O15S5


Question: What is the energy above the lowest of the compared OMol25 structures with the same formula, charge and spin in the first record?
Answer: 0.0 kJ/mol